(1)
The ion C8H17N4O with charge +1 at a distorted geometry. Source: the OMol25 dataset; level of theory: wB97M-V/def2-TZVPD.

```
30
Properties=species:S:1:pos:R:3
N -1.44 -2.36 1.77
C -0.76 -2.37 0.52
O -0.10 -3.51 0.29
C -0.67 -1.34 -0.30
N 0.08 -1.54 -1.52
N -1.00 -0.01 0.03
C -0.41 0.60 1.22
C 0.25 1.98 1.00
C 0.77 2.16 -0.38
C 2.02 1.33 -0.17
N 2.27 -0.01 -0.26
C -0.10 1.61 -1.46
C -1.34 1.00 -0.91
H -2.11 -1.58 1.97
H -1.83 -3.26 1.93
H -0.07 -4.13 1.07
H 0.12 -2.56 -1.53
H -0.30 -1.36 -2.41
H 0.28 -0.18 1.57
H -1.18 0.78 2.00
H -0.33 2.90 1.27
H 0.99 2.08 1.78
H 0.97 3.26 -0.43
H 2.94 1.93 0.11
H 1.60 -0.67 -0.71
H 3.21 -0.31 0.02
H 0.39 0.80 -2.01
H -0.30 2.39 -2.17
H -2.02 1.78 -0.54
H -1.94 0.55 -1.77
```

- LUMO: -4.05 eV
- Frontier orbital gap: 6.324 eV
- Energy relative to the best compared isomer or geometry (same formula, charge and spin): 54.8 kcal per mole
- Total charge: +1

Population analysis type natural (NBO), resulting atomic charges in e: number 1, N, carries -0.8541; number 2, C, carries 0.4186; number 3, O, carries -0.6979; number 4, C, carries 0.1349; number 5, N, carries -0.8845; number 6, N, carries -0.4669; number 7, C, carries -0.2250; number 8, C, carries -0.4344; number 9, C, carries -0.3114; number 10, C, carries 0.3383; number 11, N, carries -0.6804; number 12, C, carries -0.4333; number 13, C, carries -0.2163; number 14, H, carries 0.4053; number 15, H, carries 0.3795; number 16, H, carries 0.5131; number 17, H, carries 0.4014; number 18, H, carries 0.3862; number 19, H, carries 0.2163; number 20, H, carries 0.2057; number 21, H, carries 0.2573; number 22, H, carries 0.2488; number 23, H, carries 0.2720; number 24, H, carries 0.2296; number 25, H, carries 0.4680; number 26, H, carries 0.4348; number 27, H, carries 0.2194; number 28, H, carries 0.2398; number 29, H, carries 0.2109; number 30, H, carries 0.2245

(2)
A cluster of 2 separate species, C2H5O2S in total at a distorted geometry. Source: the OMol25 dataset; level of theory: wB97M-V/def2-TZVPD.

```
10
Properties=species:S:1:pos:R:3
C 2.32 -0.05 0.59
S 0.95 -0.44 -0.52
H 2.03 0.05 1.65
H 2.89 0.85 0.36
H 3.08 -0.84 0.64
O -3.37 1.06 -0.86
C -2.59 0.15 -0.79
O -1.97 -0.24 0.33
H -2.37 -0.50 -1.66
H -0.97 -0.05 0.28
```

- LUMO: 4.14 eV
- Frontier orbital gap: 7.127 eV
- Energy relative to the best compared isomer or geometry (same formula, charge and spin): 18.7 kcal per mole
- Total charge: -1

Population analysis type natural (NBO), resulting atomic charges in e: number 1, C, carries -0.7369; number 2, S, carries -0.6542; number 3, H, carries 0.1741; number 4, H, carries 0.1708; number 5, H, carries 0.1716; number 6, O, carries -0.6028; number 7, C, carries 0.6748; number 8, O, carries -0.7850; number 9, H, carries 0.0797; number 10, H, carries 0.5080

(3)
A cluster of 2 separate species, C3H7IO in total at a distorted geometry. Source: the OMol25 dataset; level of theory: wB97M-V/def2-TZVPD.

```
12
Properties=species:S:1:pos:R:3
C -1.54 0.03 0.79
C -0.25 0.77 0.84
C 1.37 0.01 -1.13
O 2.21 -0.84 -0.49
I -0.17 -0.99 -2.35
H -2.18 0.69 0.38
H -1.31 -0.80 0.02
H -1.81 -0.46 1.70
H -0.23 1.81 0.34
H 0.46 0.34 1.46
H 1.78 0.81 -1.67
H 1.67 -1.37 0.12
```

- LUMO (spin up / spin down): 0.42 / 0.05 eV
- Frontier orbital gap (spin up / spin down): 8.417 / 7.988 eV
- Energy relative to the best compared isomer or geometry (same formula, charge and spin): 90.2 kcal per mole

Population analysis type natural (NBO), resulting atomic charges in e: number 1, C, carries -0.6970; number 2, C, carries -0.2926; number 3, C, carries 0.0135; number 4, O, carries -0.6944; number 5, I, carries -0.0129; number 6, H, carries 0.2141; number 7, H, carries 0.2231; number 8, H, carries 0.2205; number 9, H, carries 0.2070; number 10, H, carries 0.1670; number 11, H, carries 0.1641; number 12, H, carries 0.4874

(4)
A structure of composition C5H6O2 at a distorted geometry. Source: the OMol25 dataset; level of theory: wB97M-V/def2-TZVPD.

```
13
Properties=species:S:1:pos:R:3
O 2.63 0.37 -1.00
C 1.99 0.07 0.15
C 0.90 0.85 0.59
C -0.27 0.68 0.79
C -1.36 -0.16 0.64
C -2.26 0.01 -0.49
O -3.39 -0.40 -0.56
H 2.03 0.97 -1.48
H 2.65 -0.25 0.95
H 1.25 -1.01 -0.09
H -1.79 -0.50 1.57
H -0.49 -1.18 0.30
H -1.90 0.54 -1.38
```

- LUMO: 0.34 eV
- Frontier orbital gap: 9.891 eV
- Energy relative to the best compared isomer or geometry (same formula, charge and spin): 124.0 kcal per mole

Population analysis type natural (NBO), resulting atomic charges in e: number 1, O, carries -0.6764; number 2, C, carries -0.0544; number 3, C, carries -0.0662; number 4, C, carries 0.0399; number 5, C, carries -0.5427; number 6, C, carries 0.4174; number 7, O, carries -0.4928; number 8, H, carries 0.4767; number 9, H, carries 0.2132; number 10, H, carries 0.0878; number 11, H, carries 0.2642; number 12, H, carries 0.2154; number 13, H, carries 0.1180

(5)
A cluster of 2 separate species, C3HN3O4 in total at a distorted geometry. Source: the OMol25 dataset; level of theory: wB97M-V/def2-TZVPD.

```
11
Properties=species:S:1:pos:R:3
C 0.58 1.74 0.23
C -0.72 -0.69 -0.27
C -2.21 -0.52 0.10
N 0.43 2.89 0.13
N 1.97 -0.17 0.19
N 0.83 0.46 0.47
O -2.90 -0.18 -0.86
O 2.81 0.09 -0.81
O -0.10 -1.71 -0.49
O -2.52 -0.81 1.26
H 1.80 -1.11 0.04
```

- LUMO (spin up / spin down): 6.84 / 6.78 eV
- Frontier orbital gap (spin up / spin down): 5.309 / 6.035 eV
- Energy relative to the best compared isomer or geometry (same formula, charge and spin): 16.6 kcal per mole
- Total charge: -2

Population analysis type natural (NBO), resulting atomic charges in e: number 1, C, carries 0.4534; number 2, C, carries 0.4885; number 3, C, carries 0.6638; number 4, N, carries -0.5575; number 5, N, carries -0.0784; number 6, N, carries -0.4380; number 7, O, carries -0.7481; number 8, O, carries -0.7485; number 9, O, carries -0.6399; number 10, O, carries -0.7457; number 11, H, carries 0.3504

(6)
A cluster of 4 separate species, C26H31Br2FO14 in total at a distorted geometry. Source: the OMol25 dataset; level of theory: wB97M-V/def2-TZVPD.

```
74
Properties=species:S:1:pos:R:3
C -0.20 -3.31 1.45
C -0.55 -1.89 1.81
O 0.24 -1.01 1.82
O -1.83 -1.70 2.25
C -2.84 -1.64 1.21
C -3.93 -0.70 1.70
C -5.25 -0.68 0.88
C -5.20 -0.80 -0.68
C -4.25 0.08 -1.47
C -3.84 -0.26 -2.70
C -4.35 -1.45 -3.43
Br -5.94 -1.09 -4.41
C -3.77 -2.63 -3.42
C -2.49 -2.89 -2.66
Br -4.47 -4.11 -4.34
C -2.83 0.56 -3.44
O -2.60 0.35 -4.60
C -2.05 1.58 -2.70
C -0.77 2.13 -3.26
C 0.36 1.64 -2.39
F 1.60 2.00 -2.96
C -2.53 1.98 -1.51
O -1.93 2.93 -0.76
C -3.77 1.39 -0.94
O -4.38 2.01 -0.11
H -1.09 -3.85 1.12
H 0.56 -3.33 0.67
H 0.21 -3.78 2.35
H -2.36 -1.26 0.30
H -3.23 -2.65 1.03
H -4.17 -1.05 2.72
H -3.51 0.29 1.83
H -5.85 -1.53 1.23
H -5.81 0.22 1.14
H -6.20 -0.56 -1.06
H -5.04 -1.85 -0.94
H -1.99 -3.77 -3.05
H -2.74 -3.09 -1.61
H -1.82 -2.03 -2.73
H -0.67 1.78 -4.29
H -0.81 3.23 -3.24
H 0.36 0.55 -2.30
H 0.33 2.07 -1.39
H -2.59 3.59 -0.50
O 1.50 5.30 -1.72
C 2.04 4.80 -0.78
O 1.67 3.62 -0.23
C 2.66 3.22 0.71
C 3.31 4.54 1.07
O 3.09 5.32 -0.12
H 2.20 2.72 1.55
H 3.36 2.54 0.22
H 2.80 5.04 1.90
H 4.37 4.48 1.29
O 5.18 3.55 3.61
C 4.89 2.41 3.78
O 3.77 1.83 3.29
C 3.87 0.41 3.50
C 4.85 0.33 4.65
O 5.62 1.52 4.48
H 2.90 -0.01 3.72
H 4.26 -0.05 2.59
H 4.35 0.37 5.62
H 5.50 -0.54 4.62
O 3.17 -3.31 2.37
C 3.61 -3.02 1.30
O 3.26 -3.63 0.13
C 3.85 -2.89 -0.95
C 5.01 -2.19 -0.27
O 4.54 -2.07 1.08
H 4.15 -3.57 -1.74
H 3.11 -2.20 -1.34
H 5.92 -2.79 -0.27
H 5.22 -1.20 -0.68
```

- LUMO: -1.47 eV
- Frontier orbital gap: 7.963 eV

Population analysis type Löwdin, resulting atomic charges in e: number 1, C, carries 0.0300; number 2, C, carries -0.5461; number 3, O, carries 0.1437; number 4, O, carries -0.0379; number 5, C, carries -0.1720; number 6, C, carries -0.1526; number 7, C, carries -0.1627; number 8, C, carries -0.1073; number 9, C, carries -0.0739; number 10, C, carries -0.1689; number 11, C, carries -0.7137; number 12, Br, carries 0.7836; number 13, C, carries -0.7711; number 14, C, carries -0.1006; number 15, Br, carries 0.7566; number 16, C, carries -0.2942; number 17, O, carries 0.1394; number 18, C, carries -0.0743; number 19, C, carries -0.0819; number 20, C, carries -0.1769; number 21, F, carries -0.0605; number 22, C, carries -0.1907; number 23, O, carries 0.0971; number 24, C, carries -0.2531; number 25, O, carries 0.1505; number 26, H, carries 0.0759; number 27, H, carries 0.0783; number 28, H, carries 0.1004; number 29, H, carries 0.1233; number 30, H, carries 0.1264; number 31, H, carries 0.1197; number 32, H, carries 0.1116; number 33, H, carries 0.1106; number 34, H, carries 0.1035; number 35, H, carries 0.1290; number 36, H, carries 0.1143; number 37, H, carries 0.0666; number 38, H, carries 0.0738; number 39, H, carries 0.0843; number 40, H, carries 0.1229; number 41, H, carries 0.1389; number 42, H, carries 0.1206; number 43, H, carries 0.0993; number 44, H, carries 0.1340; number 45, O, carries 0.1593; number 46, C, carries -0.5739; number 47, O, carries 0.0314; number 48, C, carries -0.1120; number 49, C, carries -0.1063; number 50, O, carries 0.0648; number 51, H, carries 0.1214; number 52, H, carries 0.1340; number 53, H, carries 0.1373; number 54, H, carries 0.1206; number 55, O, carries 0.1610; number 56, C, carries -0.5666; number 57, O, carries 0.0372; number 58, C, carries -0.0965; number 59, C, carries -0.1012; number 60, O, carries 0.0675; number 61, H, carries 0.1373; number 62, H, carries 0.1180; number 63, H, carries 0.1339; number 64, H, carries 0.1341; number 65, O, carries 0.1600; number 66, C, carries -0.5708; number 67, O, carries 0.0502; number 68, C, carries -0.1064; number 69, C, carries -0.1039; number 70, O, carries 0.0403; number 71, H, carries 0.1343; number 72, H, carries 0.1301; number 73, H, carries 0.1344; number 74, H, carries 0.1345